Entry 1:
Below is a cluster of 8 separate species, C26H74N10O8 in total at a distorted geometry, with properties calculated with wB97M-V/def2-TZVPD.

The geometry in XYZ format:
```
118
Properties=species:S:1:pos:R:3:mulliken_charge:R:1
C 1.090 -4.925 27.912 -0.5448
O 0.851 -5.692 29.050 -0.4067
C 1.903 -6.599 29.270 -0.4706
C 1.749 -7.352 30.571 0.4548
C 1.739 -6.447 31.829 -1.2922
N 2.936 -8.219 30.727 -0.6814
H 1.980 -4.290 27.960 0.1047
H 0.287 -4.193 27.770 0.4249
H 1.042 -5.523 26.992 0.2854
H 1.881 -7.338 28.449 0.3143
H 2.901 -6.150 29.185 0.1020
H 0.870 -8.002 30.510 0.2597
H 2.474 -5.646 31.746 0.2526
H 1.917 -6.992 32.751 0.3955
H 0.766 -5.946 31.796 0.3214
H 2.922 -8.909 31.463 0.2364
H 2.982 -8.742 29.851 0.2047
C 4.442 -6.749 25.853 -1.1943
O 4.457 -5.594 26.655 0.1318
C 5.516 -5.442 27.606 -1.0515
C 5.205 -4.231 28.447 1.6440
C 5.492 -2.860 27.881 -0.6505
N 5.911 -4.297 29.745 -0.8166
H 3.570 -6.741 25.200 0.2406
H 4.357 -7.683 26.420 0.4159
H 5.346 -6.768 25.237 0.3982
H 5.549 -6.339 28.232 0.4370
H 6.448 -5.337 27.034 0.3519
H 4.138 -4.276 28.681 -0.5793
H 5.050 -2.126 28.555 0.5362
H 4.944 -2.691 26.949 -0.2804
H 6.524 -2.575 27.672 -0.1482
H 5.791 -5.202 30.189 0.2678
H 6.902 -4.173 29.554 0.2621
C 6.703 -3.644 23.983 -0.6485
O 5.534 -3.282 23.260 -0.4917
C 4.471 -4.172 23.506 0.6527
C 3.141 -3.687 22.939 0.8852
C 1.927 -4.568 23.226 -1.1332
N 3.243 -3.662 21.438 -0.3480
H 6.822 -3.084 24.918 0.0510
H 7.531 -3.381 23.327 0.3433
H 6.691 -4.697 24.276 0.3448
H 4.711 -5.193 23.171 0.2518
H 4.351 -4.325 24.590 -0.6262
H 2.956 -2.627 23.119 -0.0018
H 0.981 -4.071 23.009 0.3743
H 1.858 -4.775 24.300 0.0645
H 1.998 -5.479 22.634 0.0935
H 4.059 -3.054 21.306 0.2722
H 3.657 -4.552 21.155 -0.4540
C 6.496 0.125 24.467 -0.2380
O 5.273 0.377 25.154 -0.3998
C 4.160 -0.027 24.393 0.1122
C 2.919 0.165 25.237 0.3211
C 2.871 -0.900 26.369 -1.0281
N 1.686 0.075 24.441 -0.7669
H 6.593 -0.953 24.342 -0.1323
H 7.285 0.530 25.104 0.2348
H 6.538 0.729 23.555 0.3549
H 4.066 0.604 23.502 0.4476
H 4.131 -1.098 24.154 -0.5863
H 2.881 1.179 25.641 0.4798
H 3.807 -0.843 26.924 0.2149
H 2.644 -1.928 26.077 0.1034
H 2.070 -0.646 27.071 0.5006
H 0.940 0.323 25.078 0.2823
H 1.541 -0.870 24.104 0.2478
C 9.805 -2.299 26.587 -0.2823
O 10.747 -2.116 27.621 -0.3274
C 12.012 -1.824 27.060 -0.8538
C 13.130 -2.001 28.070 0.7001
C 14.454 -1.440 27.597 -1.4694
N 13.339 -3.439 28.291 -0.7769
H 9.771 -1.432 25.916 0.3437
H 8.780 -2.425 26.930 -0.1659
H 10.090 -3.161 25.978 0.3340
H 12.190 -2.439 26.174 0.3920
H 12.064 -0.768 26.764 0.3335
H 12.873 -1.640 29.075 0.2510
H 15.212 -1.563 28.373 0.3796
H 14.470 -0.351 27.460 0.3707
H 14.793 -1.818 26.633 0.3449
H 12.529 -3.895 28.702 0.2362
H 14.053 -3.593 28.997 0.2356
C 4.131 -8.350 21.972 -0.6813
O 5.134 -7.379 21.724 -0.2125
C 5.493 -7.307 20.384 -0.7881
C 5.963 -5.887 20.015 1.1900
C 6.262 -5.764 18.528 -1.6029
N 7.096 -5.511 20.873 -0.5937
H 4.493 -9.348 21.725 0.3658
H 3.190 -8.105 21.471 0.2693
H 3.891 -8.329 23.038 0.1155
H 6.326 -7.962 20.072 0.3666
H 4.715 -7.614 19.670 0.4335
H 5.169 -5.140 20.116 -0.2188
H 5.361 -5.985 17.947 0.2671
H 7.056 -6.443 18.208 0.3749
H 6.494 -4.751 18.195 0.3729
H 6.705 -5.567 21.809 0.1735
H 7.757 -6.277 20.766 0.3444
N 2.827 -6.049 18.104 -0.2401
C 2.221 -6.585 19.179 0.4357
N 1.430 -5.736 19.883 -0.1061
O 2.305 -7.791 19.467 -0.7352
H 2.623 -5.081 17.900 0.1311
H 3.207 -6.594 17.357 0.3069
H 1.521 -4.744 19.729 -0.0775
H 0.773 -6.071 20.558 0.2384
N -1.230 -2.049 19.242 -0.3902
C 0.092 -2.397 19.376 0.6010
N 0.668 -2.036 20.547 -0.2748
O 0.697 -2.999 18.487 -0.6544
H -1.723 -1.604 19.990 0.1532
H -1.690 -2.159 18.359 0.2303
H 0.059 -1.809 21.309 0.2053
H 1.539 -2.532 20.708 0.2511
```

The calculation puts the HOMO energy at -9.18 eV. The energy relative to the best compared isomer or geometry (same formula, charge and spin) comes out at 34.0 kcal/mol. The calculation puts the strongest force on any atom at 2.71 eV/Å. The calculation puts the LUMO energy at 0.4 eV. Its total charge is 0. The value obtained for the HOMO-LUMO gap is 9.60 eV. The calculation puts the molar mass at 654.9 g/mol. Its total energy is -2184.43348 Ha.


Entry 2:
Below is a cluster of 11 separate species, C26H74O11 in total at a distorted geometry, with properties calculated with wB97M-V/def2-TZVPD.

The geometry in XYZ format:
```
111
Properties=species:S:1:pos:R:3:mulliken_charge:R:1
C -3.302 5.218 2.530 -1.5826
C -2.824 4.237 1.535 0.7146
C -2.227 2.985 2.167 -0.6465
O -3.888 3.820 0.642 -0.5536
H -3.688 6.114 1.992 0.3473
H -2.538 5.564 3.243 0.3780
H -4.147 4.726 3.039 0.3642
H -2.117 4.713 0.810 0.1497
H -1.881 2.221 1.468 -0.3392
H -2.955 2.576 2.953 0.2868
H -1.303 3.281 2.685 0.4815
H -4.708 3.655 1.128 0.2677
C 0.238 0.041 6.146 -1.3661
C 0.621 -1.133 5.304 0.6631
C 1.183 -0.720 3.977 -0.7273
O 1.511 -1.931 6.114 -0.5780
H -0.449 0.661 5.585 0.2856
H 1.122 0.630 6.434 0.3582
H -0.180 -0.160 7.136 0.3635
H -0.225 -1.761 5.129 0.1266
H 1.647 -1.533 3.420 0.0917
H 1.981 0.014 4.156 0.4377
H 0.399 -0.408 3.412 0.0406
H 1.935 -2.516 5.464 0.3054
C -1.828 -2.913 0.467 -1.2355
C -2.793 -1.998 1.052 1.1460
C -2.981 -2.197 2.602 -1.4520
O -2.480 -0.600 0.972 0.0481
H -0.785 -2.679 0.757 0.1293
H -1.709 -2.961 -0.612 0.1491
H -1.997 -3.975 0.828 0.4105
H -3.828 -2.187 0.587 -0.0979
H -3.155 -3.226 2.879 0.4621
H -3.730 -1.552 3.064 0.3076
H -2.074 -1.856 3.014 0.1400
H -1.935 -0.214 0.275 0.1247
C 5.389 -1.531 0.610 -1.8097
C 4.167 -2.204 -0.063 1.0325
C 3.552 -3.057 0.989 -1.2392
O 3.304 -1.121 -0.479 0.0092
H 5.019 -0.796 1.359 0.3394
H 5.969 -0.940 -0.084 0.4105
H 5.966 -2.278 1.102 0.4584
H 4.591 -2.772 -0.884 0.2896
H 2.723 -3.590 0.566 0.2594
H 3.179 -2.506 1.885 0.0642
H 4.326 -3.765 1.351 0.4470
H 3.019 -1.298 -1.414 -0.0483
C -1.630 -2.622 -4.024 -1.1320
C -1.816 -1.295 -3.532 0.2209
O -0.573 -0.636 -3.444 -0.5281
H -1.122 -2.479 -4.950 0.3847
H -2.513 -3.161 -3.995 0.4730
H -0.936 -3.140 -3.406 -0.1263
H -2.331 -1.199 -2.579 0.1586
H -2.405 -0.714 -4.308 0.2052
H -0.551 -0.101 -2.644 0.2207
C 2.463 -0.548 -5.608 -1.4190
C 2.835 -0.841 -4.188 0.0163
O 1.938 -1.689 -3.535 0.0875
H 2.425 -1.403 -6.236 0.3610
H 3.195 0.138 -6.078 0.3859
H 1.488 -0.056 -5.786 0.2648
H 2.887 0.111 -3.660 0.2048
H 3.844 -1.378 -4.180 0.3127
H 1.035 -1.315 -3.667 0.0450
C 2.618 -4.769 -2.609 -0.7641
C 1.152 -4.721 -2.108 -0.1195
O 0.983 -3.679 -1.184 -0.2424
H 2.977 -3.778 -2.925 -0.0327
H 2.917 -5.578 -3.332 0.4013
H 3.296 -5.064 -1.752 0.2316
H 0.974 -5.691 -1.583 0.3582
H 0.403 -4.570 -2.937 0.0691
H 0.940 -2.833 -1.658 0.0097
C 6.408 2.002 1.892 -0.9327
C 5.453 2.316 0.726 -0.3421
O 4.180 1.779 0.906 -0.3855
H 6.770 0.979 1.804 0.2617
H 5.764 2.123 2.866 0.1816
H 7.238 2.693 1.948 0.3839
H 5.873 2.038 -0.228 0.2786
H 5.307 3.404 0.796 0.3385
H 4.279 0.820 0.791 0.0343
C -2.725 4.221 -3.488 -1.2975
C -2.239 4.183 -2.087 -0.0793
O -2.563 2.911 -1.359 -0.3858
H -2.023 3.768 -4.121 0.3346
H -2.650 5.279 -3.832 0.3283
H -3.656 3.742 -3.564 0.3610
H -2.578 5.003 -1.437 0.3109
H -1.091 4.220 -2.150 0.1664
H -3.238 3.027 -0.681 0.2696
C -5.619 0.425 -0.039 -0.4860
C -5.791 0.938 1.356 0.0096
O -6.162 2.323 1.477 -0.5479
H -4.897 0.921 -0.641 0.0279
H -6.631 0.315 -0.594 0.3132
H -5.170 -0.560 0.058 0.0012
H -4.805 0.809 1.884 -0.0675
H -6.492 0.403 1.997 0.4647
H -6.803 2.395 2.172 0.2759
C 1.121 1.657 -1.308 -0.8262
C 0.200 1.031 -0.303 -0.3454
O -1.058 0.684 -0.923 -0.0178
H 1.989 2.033 -0.815 0.3793
H 0.618 2.620 -1.674 0.1175
H 1.318 1.030 -2.193 -0.0708
H -0.012 1.758 0.507 -0.0236
H 0.550 0.130 0.143 0.7200
H -1.476 1.515 -1.270 -0.0112
```

The calculation puts the HOMO energy at -9.52 eV. The energy relative to the best compared isomer or geometry (same formula, charge and spin) comes out at 51.3 kcal/mol. The calculation puts the strongest force on any atom at 3.81 eV/Å. The calculation puts the LUMO energy at 0.6 eV. Its total charge is 0. The value obtained for the HOMO-LUMO gap is 10.15 eV. The calculation puts the molar mass at 562.9 g/mol. Its total energy is -1862.51160 Ha.